Record 1
{
  "formula": "C10H15B2F4MgN5O4",
  "method": "ωB97M-V/def2-TZVPD",
  "multiplicity": 1,
  "total_energy_ha": -1613.68924,
  "charge": 2,
  "species": ["Mg", "C", "C", "N", "O", "B", "F", "F", "O", "N", "C", "C", "C", "N", "O", "B", "F", "F", "O", "N", "C", "C", "C", "H", "H", "H", "H", "H", "H", "H", "H", "H", "H", "H", "H", "C", "C", "N", "H", "H", "H"],
  "xyz": [[-0.396, -0.557, -0.935], [-2.170, -1.993, 2.962], [-1.304, -1.639, 1.810], [-1.677, -1.024, 0.735], [-2.938, -0.627, 0.627], [-3.209, -0.041, -0.706], [-2.348, -0.651, -1.660], [-4.487, 0.029, -0.994], [-2.617, 1.467, -0.640], [-1.343, 1.403, -0.652], [-0.647, 2.538, -0.516], [-1.260, 3.879, -0.490], [0.762, 2.287, -0.328], [1.090, 1.002, -0.273], [2.357, 0.798, 0.016], [2.647, -0.224, 1.076], [1.905, 0.040, 2.183], [3.937, -0.468, 1.158], [1.960, -1.596, 0.414], [0.696, -1.749, 0.577], [0.135, -1.934, 1.769], [0.851, -2.518, 2.916], [1.760, 3.360, -0.104], [-3.199, -1.707, 2.769], [-1.826, -1.488, 3.866], [-2.125, -3.068, 3.146], [-2.335, 3.831, -0.626], [-0.815, 4.497, -1.276], [-1.032, 4.374, 0.459], [1.922, -2.563, 2.752], [0.470, -3.532, 3.090], [0.624, -1.942, 3.816], [1.313, 4.347, -0.155], [2.558, 3.282, -0.846], [2.235, 3.222, 0.870], [1.636, -2.005, -4.880], [1.001, -1.519, -3.673], [0.492, -1.132, -2.722], [2.513, -1.395, -5.094], [0.928, -1.941, -5.706], [1.936, -3.042, -4.731]],
  "forces_ev_per_angstrom": [[-0.08, -0.11, -0.49], [0.01, 0.00, 0.00], [-0.07, 0.02, -0.02], [0.04, 0.00, 0.06], [-0.02, -0.02, 0.05], [-0.01, 0.00, 0.04], [-0.03, -0.06, 0.01], [0.01, 0.05, -0.03], [0.03, -0.03, 0.00], [0.02, -0.04, -0.10], [-0.01, 0.01, 0.06], [0.04, 0.00, 0.00], [0.08, 0.02, -0.12], [0.00, 0.14, 0.28], [-0.03, 0.11, -0.05], [-0.06, -0.18, 0.01], [0.04, 0.01, 0.03], [0.03, 0.01, 0.04], [0.06, 0.06, -0.06], [0.01, -0.02, 0.15], [0.06, -0.01, -0.06], [-0.02, -0.05, 0.00], [-0.02, 0.02, -0.03], [0.00, 0.00, -0.01], [0.00, 0.00, 0.00], [0.00, 0.00, 0.01], [-0.01, 0.00, 0.00], [-0.01, 0.00, 0.00], [-0.01, -0.01, 0.01], [0.00, 0.00, 0.00], [-0.01, 0.01, 0.00], [0.01, 0.01, 0.00], [0.01, 0.01, -0.01], [0.00, -0.01, 0.00], [-0.01, 0.00, 0.01], [0.01, -0.01, 0.00], [-0.07, 0.04, 0.03], [-0.01, 0.04, 0.22], [0.00, -0.01, -0.02], [0.01, -0.01, -0.01], [0.01, 0.00, -0.02]]
}



Record 2
{
  "formula": "C8H13N2O",
  "method": "ωB97M-V/def2-TZVPD",
  "multiplicity": 1,
  "charge": 1,
  "smiles": "CCC[N+]1=C2O[C@]21/C=N/CC",
  "relative_energy_ev": 7.594,
  "species": ["C", "C", "C", "C", "C", "C", "C", "C", "N", "N", "O", "H", "H", "H", "H", "H", "H", "H", "H", "H", "H", "H", "H", "H"],
  "xyz": [[-1.119, -0.606, 0.321], [-1.513, 0.467, -0.581], [-1.376, 0.328, -2.296], [2.646, 2.681, -0.670], [-0.618, -2.878, 2.068], [1.202, 2.232, -0.274], [0.746, 1.215, -1.364], [-1.748, -2.693, 1.122], [-0.656, 1.112, -1.460], [-1.879, -1.633, 0.222], [-2.433, 0.132, -1.524], [-0.333, -0.249, 1.003], [2.722, 3.209, -1.535], [3.296, 1.774, -0.776], [3.170, 3.210, 0.235], [0.304, -3.357, 1.587], [-1.064, -3.386, 2.903], [-0.348, -1.803, 2.362], [1.121, 1.770, 0.784], [0.449, 3.009, -0.419], [1.084, 0.255, -1.105], [1.153, 1.427, -2.359], [-2.898, -2.690, 1.388], [-1.909, -3.525, 0.369]],
  "forces_ev_per_angstrom": [[-0.53, 1.75, 0.50], [0.96, -1.94, -0.54], [0.49, -0.44, -2.80], [0.95, -2.05, 5.20], [0.89, 2.11, -0.41], [0.02, -0.60, -0.68], [1.96, 0.85, 0.56], [-3.09, -2.33, -2.65], [-2.24, 0.64, 0.89], [1.19, 1.86, 0.66], [-1.41, 1.11, 0.44], [-0.13, -1.05, 0.13], [-0.10, 1.75, -2.30], [-0.62, 0.51, -0.07], [-1.16, -0.55, -1.88], [-1.51, 0.46, 0.86], [0.65, -0.44, 0.60], [0.00, -1.70, 0.26], [0.21, 0.85, -1.75], [0.38, 0.55, 0.70], [0.85, -1.44, 0.28], [-0.27, 0.30, 0.23], [1.99, -0.20, 0.81], [0.50, 0.00, 0.96]]
}



Record 3
{
  "formula": "C10H10N2O2",
  "method": "ωB97M-V/def2-TZVPD",
  "multiplicity": 1,
  "smiles": "O=C(O)c1ccccc1.c1c[nH]cn1",
  "relative_energy_ev": 1.904,
  "species": ["C", "C", "C", "C", "C", "C", "C", "C", "C", "C", "N", "N", "O", "O", "H", "H", "H", "H", "H", "H", "H", "H", "H", "H"],
  "xyz": [[-1.923, -2.437, -0.184], [-1.258, -1.856, 0.897], [-2.316, -1.685, -1.245], [-1.107, -0.553, 0.924], [-2.284, -0.248, -1.190], [3.926, -0.224, 0.179], [2.717, -0.210, 0.786], [2.929, 1.489, -0.627], [-1.721, 0.264, -0.041], [-1.518, 1.706, 0.134], [3.979, 0.799, -0.692], [2.115, 0.905, 0.339], [-0.652, 2.166, 0.862], [-2.411, 2.459, -0.504], [-2.031, -3.446, -0.326], [-0.799, -2.465, 1.603], [-2.717, -2.133, -2.047], [-0.700, -0.082, 1.757], [-2.832, 0.423, -1.915], [4.652, -1.025, 0.435], [2.450, -0.796, 1.634], [2.695, 2.403, -1.086], [1.233, 1.161, 0.493], [-2.427, 3.386, -0.185]],
  "forces_ev_per_angstrom": [[0.85, 1.59, -0.33], [-0.68, -2.48, -1.33], [0.30, 3.55, 1.83], [-1.08, 2.53, -0.61], [-0.94, -0.97, 0.14], [0.05, -1.78, 0.67], [0.77, 0.17, 0.62], [-2.18, -1.20, 2.50], [0.77, 0.23, -0.77], [0.54, 0.77, 1.33], [4.27, -0.40, -1.82], [2.50, 0.14, -1.62], [-0.56, -0.02, -0.63], [-0.70, 0.64, -0.23], [-0.11, -2.46, 0.24], [0.49, -1.00, 1.38], [-1.43, -1.56, -2.82], [1.01, 0.81, 1.19], [1.04, -1.01, 0.71], [-0.10, 1.11, -0.88], [-0.75, -0.21, 0.20], [-0.29, 0.85, -0.69], [-4.30, 1.36, 1.08], [0.54, -0.67, -0.15]]
}